Molecular formula: C38H37CdN6O3S4
Method: DFT, ωB97M-V/def2-TZVPD

The geometry in XYZ format:
```
89
Properties=species:S:1:pos:R:3:lowdin_charge:R:1
Cd 0.77 -0.80 -0.04 1.17
S 3.22 -0.17 1.63 0.56
S -0.08 2.56 -2.65 0.91
S 0.84 -3.29 0.22 0.53
S 1.16 -0.19 -2.44 0.46
O -0.44 2.46 -1.22 -0.53
O 3.62 -0.46 2.98 -0.30
O 3.30 -1.24 0.67 -0.40
N -1.65 -0.88 -0.98 -0.20
N -1.08 -1.55 1.89 -0.19
N 0.07 1.98 1.79 0.11
N 2.33 2.47 2.38 0.13
N 7.00 3.74 -0.78 0.08
N 1.69 0.37 1.54 -0.19
C 5.40 1.51 1.69 -0.06
C -2.70 -1.30 -3.14 -0.05
C 0.78 4.16 -2.78 -0.34
C -1.99 -2.39 1.10 -0.19
C -1.59 3.17 -3.47 -0.34
C 4.29 1.10 0.98 -0.31
C -3.90 3.79 -3.33 -0.08
C 1.93 -3.61 4.07 -0.11
C 6.29 2.40 1.12 -0.04
C -1.68 3.10 -4.85 -0.08
C 2.41 5.61 -3.78 -0.09
C -2.89 3.37 -5.47 -0.09
C 1.25 6.29 -1.79 -0.08
C -1.82 -0.58 2.68 -0.11
C -1.58 -1.02 -5.23 -0.11
C 0.85 -3.09 1.96 -0.66
C -0.26 3.21 2.13 -0.16
C -2.73 -1.35 -4.52 -0.11
C -0.43 -0.67 -4.54 -0.15
C 1.38 1.63 1.92 -0.47
C 1.07 -2.74 4.72 -0.11
C 0.64 4.14 2.61 -0.08
C 6.06 2.90 -0.16 -0.33
C 0.55 5.09 -1.78 -0.07
C 1.81 -3.77 2.70 -0.14
C -2.53 0.23 -0.58 -0.07
C 1.71 4.41 -3.78 -0.08
C 0.08 -2.07 4.01 -0.05
C -2.69 3.51 -2.70 -0.08
C -4.00 3.71 -4.71 -0.10
C -2.08 -2.18 -0.43 -0.24
C 2.17 6.55 -2.79 -0.10
C -1.56 -0.95 -2.42 -0.29
C -0.38 -0.64 -3.13 -0.66
C -0.07 -2.25 2.64 -0.30
C 4.04 1.59 -0.29 -0.06
C 1.95 3.69 2.71 -0.14
C 4.92 2.50 -0.86 -0.03
H -2.83 0.82 -1.45 0.07
H 1.15 -2.58 5.79 0.09
H 2.73 7.48 -2.79 0.10
H -0.57 -1.41 4.56 0.09
H -1.70 -3.44 1.23 0.10
H -3.61 -1.51 -2.59 0.11
H -1.32 3.46 2.01 0.11
H 1.06 7.04 -1.02 0.10
H 3.16 1.26 -0.83 0.08
H -2.36 -1.06 3.51 0.09
H -2.54 -0.08 2.04 0.06
H -0.16 4.85 -1.00 0.10
H -0.81 2.83 -5.44 0.11
H -3.63 -1.66 -5.04 0.09
H 3.13 5.82 -4.56 0.10
H -3.44 -0.15 -0.10 0.09
H 0.35 5.14 2.89 0.08
H 2.50 -4.41 2.16 0.09
H 7.17 2.73 1.67 0.10
H -1.14 0.18 3.06 0.07
H 2.69 -4.15 4.62 0.09
H -1.45 -2.92 -0.91 0.05
H 7.58 4.25 -0.14 0.08
H -1.58 -1.03 -6.31 0.09
H -3.13 -2.38 -0.71 0.10
H 4.72 2.90 -1.85 0.11
H -4.95 3.90 -5.19 0.10
H 6.63 4.30 -1.53 0.08
H -2.60 3.53 -1.63 0.11
H -2.01 0.91 0.10 0.05
H 5.55 1.11 2.69 0.11
H 1.90 3.65 -4.54 0.11
H 0.47 -0.41 -5.08 0.09
H -2.97 3.30 -6.55 0.10
H -4.77 4.06 -2.74 0.10
H -2.99 -2.27 1.52 0.11
H 2.74 4.35 3.07 0.10
```

Summary:
relative energy (zero: lowest compared OMol25 entry of this formula, charge and spin) = 30.5 kcal/mol
maximum force = 0.028 hartree/bohr
net charge = -1
gap between HOMO and LUMO = 6.2 eV


Molecular formula: C10H8As3CuF34O2
Method: DFT, ωB97M-V/def2-TZVPD

The geometry in XYZ format:
```
58
Properties=species:S:1:pos:R:3:nbo_charge:R:1
As 1.76 2.39 -2.81 2.84
As 1.22 4.15 2.35 2.84
As -3.26 2.90 -0.51 2.84
Cu 0.16 0.96 0.60 0.96
F -4.16 2.94 0.94 -0.62
F 1.92 -1.91 -1.33 -0.31
F -0.49 -2.24 0.45 -0.30
F -3.10 -1.88 -0.24 -0.34
F 2.48 3.38 -4.07 -0.64
F 0.67 -2.31 -4.63 -0.31
F 2.99 -2.88 -3.01 -0.35
F -4.45 3.85 -1.35 -0.64
F 1.13 3.86 -2.10 -0.61
F 2.50 0.99 -3.55 -0.64
F 0.33 0.02 4.38 -0.30
F -4.45 -1.99 -1.99 -0.36
F 0.32 2.71 1.78 -0.70
F 0.32 -3.82 -3.05 -0.34
F 2.04 5.58 2.93 -0.63
F 3.46 -0.57 2.83 -0.34
F 2.53 3.78 1.26 -0.62
F 0.47 5.06 1.08 -0.60
F 3.22 2.61 -1.85 -0.63
F -4.15 1.48 -1.04 -0.66
F -2.36 4.30 -0.06 -0.61
F -2.86 -0.14 -3.30 -0.31
F 0.82 -4.64 2.69 -0.34
F -1.54 -0.03 -1.57 -0.29
F 1.78 0.73 2.28 -0.33
F 2.01 -0.96 5.39 -0.33
F 1.90 3.12 3.59 -0.65
F -1.40 -2.84 2.33 -0.32
F 0.33 2.13 -3.75 -0.61
F -2.03 1.86 0.27 -0.68
F -0.10 4.47 3.46 -0.63
F 1.01 1.47 -1.47 -0.69
F -0.29 -5.02 0.85 -0.32
F -2.32 2.80 -1.99 -0.62
O -0.30 -1.70 -2.72 -0.52
O 0.59 -1.79 2.25 -0.51
C -1.69 -2.07 -2.69 -0.13
C 0.47 -4.09 1.48 0.49
C 1.47 -0.69 4.16 0.60
C 2.43 0.18 3.33 0.52
C -0.21 -2.75 1.68 0.85
C 1.15 -2.03 3.54 -0.13
C -3.60 -1.17 -1.28 0.48
C 0.65 -2.52 -3.31 0.85
C -2.42 -0.78 -2.21 0.62
C 1.95 -2.05 -2.66 0.48
H -1.98 -2.32 -3.71 0.20
H -1.77 -2.94 -2.04 0.20
H -4.15 -0.31 -0.90 0.22
H 2.07 -2.62 3.49 0.21
H 0.45 -2.62 4.12 0.21
H 2.22 -1.09 -3.11 0.20
H 1.36 -3.92 0.86 0.17
H 2.89 0.95 3.95 0.19
```

Summary:
relative energy (zero: lowest compared OMol25 entry of this formula, charge and spin) = 0.0 kcal/mol
maximum force = 0.066 hartree/bohr
net charge = -2
gap between HOMO and LUMO = 8.9 eV